84
Properties=species:S:1:pos:R:3 method="wB97M-V/def2-TZVPD" de_lowest_ev=0.037 gap_ha="0.269 / 0.279" total_energy_ha=-5178.8171 spin_multiplicity=3 homo_ev="-7.95 / -8.40" total_charge=0
Mo 0.00974 -0.11874 -0.16759
C -3.54268 -0.19940 2.49894
O -2.76346 0.53702 3.44232
C -1.53251 0.04197 3.75529
C -1.18983 -0.04259 5.09291
C 0.05331 -0.52673 5.48390
C 0.94649 -0.95833 4.52715
C 0.63531 -0.86801 3.16593
C 1.59234 -1.39761 2.21551
N 1.39026 -1.42240 0.95079
N 2.36407 -2.03478 0.17747
C 2.11169 -1.84045 -1.07822
O 1.04510 -1.21248 -1.51851
C 3.06836 -2.31696 -2.10125
C 2.70910 -2.28890 -3.44541
C 3.61831 -2.68475 -4.41391
C 4.88781 -3.10437 -4.04397
C 5.24922 -3.12838 -2.70256
C 4.34453 -2.73486 -1.73129
C -0.59715 -0.31816 2.77119
O -0.92838 -0.09586 1.49623
H -3.31153 -1.26612 2.55104
H -3.37110 0.15574 1.48390
H -4.58364 -0.04206 2.77544
H -1.92338 0.27680 5.82182
H 0.30566 -0.58416 6.53370
H 1.90598 -1.36936 4.81520
H 2.51533 -1.82825 2.59574
H 1.72178 -1.94488 -3.72261
H 3.33859 -2.65513 -5.45882
H 5.60034 -3.40561 -4.80116
H 6.24342 -3.44485 -2.41529
H 4.61622 -2.73057 -0.68482
S -3.84339 -1.64770 -2.19775
C -3.31793 -2.94250 -1.16249
C -3.90098 -4.18682 -0.95052
C -3.28143 -5.04794 -0.06580
C -2.10493 -4.67978 0.59616
C -1.52556 -3.44465 0.38835
C -2.14383 -2.57103 -0.50361
N -1.71064 -1.29418 -0.82283
C -2.49225 -0.70106 -1.68971
C -2.15007 0.63261 -2.15565
C -2.93964 1.35582 -3.04578
C -2.51264 2.60829 -3.45152
C -1.30832 3.11604 -2.97483
C -0.53505 2.38823 -2.07901
C -0.93961 1.13071 -1.63657
H -4.81011 -4.47262 -1.46208
H -3.71242 -6.02305 0.11677
H -1.64175 -5.37670 1.28157
H -0.61395 -3.15062 0.89280
H -3.87500 0.95294 -3.41836
H -3.11154 3.18783 -4.14158
H -0.97344 4.09206 -3.30479
H 0.39615 2.80326 -1.71038
Br 3.20661 0.95651 -5.37187
C 3.85844 1.35900 -3.64275
C 5.13008 1.89304 -3.49332
N 5.64353 2.19443 -2.30553
C 4.90204 1.95368 -1.22822
C 3.61678 1.43163 -1.28825
C 3.07307 1.13278 -2.53064
C 2.84912 1.15811 -0.02658
O 3.41208 0.98024 1.03007
O 1.54528 1.16072 -0.19665
H 5.74857 2.08246 -4.36280
H 5.34084 2.18101 -0.26415
H 2.07280 0.72926 -2.61481
C -2.76310 3.02752 0.83032
C -1.46423 3.77134 1.03577
O -0.51453 2.89330 1.60462
C 0.66959 3.55158 2.01591
C 1.41676 2.65499 2.97530
H -3.49942 3.67819 0.35539
H -3.15631 2.68062 1.78623
H -2.60609 2.16372 0.18388
H -1.61766 4.62658 1.70793
H -1.08903 4.16858 0.08216
H 0.40531 4.49863 2.50504
H 1.28548 3.79385 1.13855
H 0.81060 2.46301 3.86272
H 2.35215 3.12452 3.28354
H 1.66578 1.70768 2.50119

=====

88
Properties=species:S:1:pos:R:3 method="wB97M-V/def2-TZVPD" de_lowest_ev=0.087 gap_ha=0.235 total_energy_ha=-14976.1556 homo_ev=-4.36 total_charge=-1
Pb -2.24180 -2.48386 -2.00509
N 0.74475 -1.53997 -4.82191
C -0.00996 -0.41301 -4.70072
N -0.83637 -0.19721 -3.72293
C -1.43074 1.04164 -3.84088
C -1.04005 1.77919 -4.90943
S 0.12465 0.90241 -5.83356
C -2.44005 1.45607 -2.85600
C -2.76815 2.74074 -2.57810
S -4.04967 2.78101 -1.42074
C -4.04733 1.03628 -1.40279
N -3.15870 0.49111 -2.18122
N -4.87840 0.33734 -0.60264
H 0.36207 -2.36611 -4.36554
H 1.10783 -1.73850 -5.73965
H -1.40706 2.73942 -5.22885
H -2.32528 3.64413 -2.96108
H -5.65181 0.78802 -0.15264
H -4.86487 -0.68055 -0.64152
Se -2.97223 -3.19372 -4.65916
Se -1.85512 -5.22610 -4.95967
Se 0.03390 -4.92289 -3.63267
Se -0.89992 -4.92746 -1.49772
S -4.47154 -3.11603 -0.32825
C -3.66678 -2.79431 1.17989
N -3.34484 -3.68511 2.03571
N -2.72346 -3.09329 3.18389
C -1.32773 -2.95237 3.14626
C -0.64416 -2.72294 4.34545
C 0.72735 -2.53798 4.34705
C 1.44993 -2.57283 3.15881
C 0.77333 -2.79681 1.96890
C -0.60282 -2.98250 1.95662
N -3.51278 -1.40117 1.50417
N -2.51546 -0.87962 1.00121
C -2.35605 0.51566 1.27899
C -3.21799 1.21075 2.12447
C -3.05435 2.56862 2.31071
C -2.02889 3.23314 1.64463
C -1.16270 2.53164 0.82665
C -1.29437 1.15404 0.63703
H -3.01308 -3.62315 3.99303
H -1.20152 -2.68519 5.27552
H 1.23703 -2.36170 5.28728
H 2.52134 -2.42010 3.15919
H 1.31028 -2.83556 1.02748
H -1.10754 -3.17183 1.02099
H -4.01145 0.66335 2.61433
H -3.72324 3.11257 2.96583
H -1.89515 4.29985 1.77680
H -0.35050 3.05938 0.33859
H -0.52646 0.56122 -1.27312
C -0.32034 0.38867 -0.21254
Ge 1.56112 0.81947 0.13533
C 2.62814 -0.78940 -0.11901
C 3.59379 -1.17284 0.81006
C 4.30175 -2.35651 0.64801
C 4.04407 -3.17486 -0.44345
C 3.08459 -2.80485 -1.37583
C 2.38532 -1.61740 -1.21434
C 1.73496 1.39671 1.99070
C 2.35988 2.58183 2.36768
C 2.41573 2.96130 3.70367
C 1.84156 2.15697 4.67757
C 1.21328 0.97237 4.31477
C 1.16056 0.59693 2.98067
C 2.17346 2.21547 -1.09156
C 1.28870 2.87227 -1.94562
C 1.73746 3.84954 -2.82554
C 3.08273 4.18423 -2.86339
C 3.97885 3.53439 -2.02463
C 3.52539 2.55687 -1.15063
H -0.42526 -0.68287 -0.03986
H 3.77882 -0.55414 1.68205
H 5.04393 -2.64800 1.38170
H 4.58139 -4.10767 -0.56167
H 2.86275 -3.45040 -2.21658
H 1.62590 -1.35272 -1.94377
H 2.80028 3.22456 1.61236
H 2.90322 3.88780 3.98254
H 1.88013 2.45442 5.71848
H 0.75865 0.33814 5.06593
H 0.66311 -0.33167 2.71585
H 0.23380 2.61699 -1.94200
H 1.03323 4.33815 -3.48752
H 3.43515 4.94338 -3.55084
H 5.03242 3.78398 -2.05782
H 4.23937 2.04319 -0.51436

=====

78
Properties=species:S:1:pos:R:3 method="wB97M-V/def2-TZVPD" de_lowest_ev=0.332 gap_ha=0.288 total_energy_ha=-5364.5946 homo_ev=-10.54 total_charge=+1
Tl -0.68058 0.93359 0.27076
S -1.52624 1.04521 2.58161
C -3.07910 1.89410 2.52802
C -3.73884 1.95544 3.76062
C -4.95334 2.59859 3.90015
C -5.54837 3.22206 2.80871
C -4.90585 3.18621 1.58727
C -3.69256 2.51427 1.43078
S -2.97052 2.56789 -0.19144
C -4.01363 1.41986 -1.12398
C -3.75815 -0.07066 -1.04461
C -4.60693 -0.88957 -1.78751
C -4.42951 -2.25495 -1.73783
C -3.44386 -2.77180 -0.90900
C -2.66112 -1.89861 -0.17607
C -1.74217 -2.44836 0.88296
S 0.00121 -1.93645 0.74604
C 0.46535 -1.94493 2.46605
C 0.06967 -3.00832 3.27116
C 0.38059 -3.02385 4.62103
C 1.11744 -1.98775 5.17426
C 1.55488 -0.95081 4.36756
C 1.23794 -0.91616 3.01208
S 1.82599 0.48386 2.09024
N -2.79253 -0.56565 -0.27835
H -3.27592 1.48790 4.62021
H -5.43269 2.62359 4.86975
H -6.48988 3.74272 2.91435
H -5.33593 3.69134 0.73103
H -3.95275 1.74840 -2.16345
H -5.03885 1.60745 -0.79983
H -5.38614 -0.44920 -2.39574
H -5.05901 -2.91471 -2.32012
H -3.29592 -3.83890 -0.81837
H -1.79266 -3.53433 0.86553
H -2.08665 -2.08838 1.85442
H -0.48535 -3.83228 2.84259
H 0.05389 -3.85193 5.23546
H 1.36549 -1.99296 6.22683
H 2.14772 -0.14603 4.78143
Ge 0.06269 0.82694 -2.23797
C -0.53389 -0.90137 -2.89701
C -1.64116 -0.93361 -3.74462
C -2.08013 -2.13117 -4.29204
C -1.42039 -3.31378 -3.99253
C -0.32200 -3.29677 -3.14326
C 0.11779 -2.09889 -2.60012
C 1.90664 1.26960 -2.63075
C 2.90803 0.30810 -2.75452
C 4.19893 0.67731 -3.09959
C 4.50308 2.01224 -3.32522
C 3.51451 2.97861 -3.20604
C 2.22248 2.60884 -2.86043
H -0.84849 1.91598 -2.83177
H -2.16128 -0.01557 -3.99568
H -2.93306 -2.13792 -4.95867
H -1.75590 -4.24717 -4.42536
H 0.19762 -4.21674 -2.90834
H 0.96954 -2.11191 -1.93136
H 2.68812 -0.74122 -2.60120
H 4.96846 -0.07762 -3.19240
H 5.51125 2.29832 -3.59445
H 3.74602 4.01985 -3.38900
H 1.45623 3.37225 -2.78112
C 3.04603 -0.27524 0.94010
C 4.29239 0.56139 0.92366
C 4.32287 1.76428 0.22564
C 5.45419 2.56471 0.25757
C 6.56901 2.16506 0.98071
C 6.54727 0.96329 1.67423
C 5.41150 0.16819 1.65005
H 3.25121 -1.28086 1.30369
H 2.59557 -0.34084 -0.05345
H 3.45960 2.07335 -0.35426
H 5.46735 3.49920 -0.28851
H 7.45371 2.78752 1.00301
H 7.41517 0.64583 2.23696
H 5.39395 -0.76611 2.19946

=====

85
Properties=species:S:1:pos:R:3 method="wB97M-V/def2-TZVPD" de_lowest_ev=1.359 gap_ha="0.183 / 0.242" total_energy_ha=-3810.6246 spin_multiplicity=4 homo_ev="-5.14 / -6.75" total_charge=0
V -0.36687 -0.13867 0.84054
N -0.00906 -3.41149 3.56352
C 0.27328 -2.38802 2.69434
S -0.10201 -0.75178 3.20043
N 0.84335 -2.67591 1.57037
N 1.02142 -1.52529 0.80653
C 2.20266 -1.40879 0.19761
C 3.11004 -2.56577 0.03123
C 4.41822 -2.54082 0.50762
C 5.25511 -3.63461 0.33399
C 4.79274 -4.76799 -0.31735
C 3.48497 -4.80685 -0.78599
C 2.64965 -3.71739 -0.60783
C 2.57599 -0.08622 -0.16788
C 3.79025 0.23683 -0.82292
C 4.13958 1.54881 -0.99923
C 3.27561 2.55802 -0.54922
C 2.07649 2.16830 0.01535
N 1.70526 0.90460 0.19774
H -0.71929 -3.20949 4.24444
H -0.05332 -4.32491 3.13934
H 4.77539 -1.66280 1.03193
H 6.26704 -3.60326 0.71832
H 5.44362 -5.62315 -0.44922
H 3.11295 -5.69434 -1.28260
H 1.61978 -3.75384 -0.94231
H 4.43871 -0.55957 -1.16129
H 5.07461 1.80087 -1.48504
H 3.52074 3.60705 -0.64605
H 1.35607 2.91544 0.32962
C 1.97048 -1.29191 -3.66952
N 1.76805 0.14248 -3.59489
C 2.57365 1.09853 -4.17283
C 2.07598 2.29865 -3.84108
N 0.93602 2.07789 -3.07385
C 0.75020 0.71733 -2.90647
S -0.41461 -0.15668 -2.07930
C 0.17359 3.13587 -2.51536
C 0.83516 4.29356 -2.10297
C 0.07317 5.31822 -1.57800
C -1.30348 5.16036 -1.48544
C -1.85189 3.97567 -1.94309
N -1.13182 2.98115 -2.45516
H 2.89373 -1.47521 -4.21442
H 1.13048 -1.76181 -4.17878
H 2.04203 -1.70371 -2.66402
H 3.42966 0.83801 -4.76871
H 2.39904 3.28361 -4.12161
H 1.91134 4.37280 -2.15311
H 0.55173 6.22766 -1.23832
H -1.93429 5.94144 -1.08270
H -2.92365 3.80998 -1.91935
N -3.79746 2.48394 0.92084
C -4.34009 1.63771 -0.02843
C -3.33852 0.79645 -0.39690
N -2.20167 1.09871 0.30689
C -2.50826 2.11177 1.08133
C -1.49027 2.63704 1.96229
N -0.33098 2.02928 2.00530
C 0.42769 2.71782 2.91501
C -0.28907 3.76124 3.41453
N -1.52263 3.70214 2.79680
H -4.30294 3.16509 1.45624
H -5.37012 1.70194 -0.32918
H -3.35161 -0.01153 -1.10807
H 1.42931 2.40482 3.15696
H -0.05120 4.51549 4.14291
H -2.28438 4.33771 2.94607
C -5.44046 -2.05700 2.98685
C -4.55406 -0.97899 3.20628
C -3.41135 -0.86732 2.46651
C -3.06366 -1.80345 1.45143
C -1.86844 -1.65389 0.66038
C -1.68439 -2.61589 -0.31135
C -2.57365 -3.69185 -0.53425
C -3.69761 -3.82661 0.22502
C -3.97133 -2.87429 1.23698
C -5.14735 -2.97909 2.02602
H -6.33925 -2.15229 3.58391
H -4.77345 -0.25020 3.97839
H -2.72223 -0.06243 2.67481
H -0.79975 -2.57626 -0.93914
H -2.35246 -4.41273 -1.31377
H -4.38990 -4.64676 0.07019
H -5.81602 -3.81340 1.84217

=====

83
Properties=species:S:1:pos:R:3 method="wB97M-V/def2-TZVPD" de_lowest_ev=0.012 gap_ha=0.230 total_energy_ha=-2925.3307 homo_ev=-10.20 total_charge=+1
Y 1.73785 -0.50282 1.18018
O -3.45428 1.75745 4.16820
C -2.38484 1.31007 3.49917
C -2.08594 1.71164 2.19345
C -0.95755 1.19006 1.60382
N -0.16816 0.33009 2.24299
C -0.46492 -0.08294 3.47690
C -1.56082 0.38839 4.15662
C 0.51760 -1.13435 3.99020
O 0.57288 -1.41376 5.16634
O 1.26266 -1.61643 3.03644
C -0.51537 1.46687 0.17351
O -1.12969 2.24212 -0.52138
O 0.53092 0.76844 -0.16443
H -3.96592 2.37468 3.63120
H -2.70814 2.40000 1.63529
H -1.78457 0.04742 5.15729
C -1.14006 -0.51029 -2.99293
C 0.01760 -0.22458 -3.94963
C 0.81149 1.01566 -3.50572
Sb 2.85036 0.77253 -2.87610
C 3.44062 -0.51044 -4.48625
C 2.87496 -0.36428 -5.75026
C 3.30775 -1.14527 -6.81368
C 4.31215 -2.08220 -6.62492
C 4.88121 -2.23930 -5.36923
C 4.44886 -1.45531 -4.30896
C 2.78041 -0.90891 -1.48399
C 3.89920 -1.04794 -0.64928
C 3.99415 -2.07599 0.29205
C 2.94797 -2.98544 0.43569
C 1.81884 -2.86061 -0.37658
C 1.74592 -1.83902 -1.32684
Sb -2.11637 -2.44249 -3.23516
C -1.57737 -3.16881 -1.27986
C -1.33289 -4.52412 -1.06158
C -1.09257 -5.01610 0.21824
C -1.11173 -4.15877 1.30877
C -1.38098 -2.80956 1.11127
C -1.60741 -2.32066 -0.16968
C -0.52318 -3.35964 -4.33796
C -0.61906 -3.26943 -5.72675
C 0.40863 -3.71955 -6.54407
C 1.54922 -4.27431 -5.98196
C 1.65102 -4.38612 -4.60321
C 0.62020 -3.93466 -3.78988
H -1.90798 0.25780 -3.09354
H -0.78940 -0.45048 -1.96074
H -0.37886 -0.06810 -4.95613
H 0.67086 -1.09540 -4.03969
H 0.31395 1.54949 -2.69530
H 0.91116 1.73704 -4.32244
H 2.08650 0.36017 -5.91856
H 2.85781 -1.02058 -7.79031
H 4.65217 -2.68852 -7.45459
H 5.66704 -2.96838 -5.21661
H 4.91244 -1.58966 -3.33683
H 4.71447 -0.33666 -0.72695
H 4.87509 -2.16497 0.91538
H 2.99458 -3.77185 1.17735
H 0.99198 -3.55140 -0.26336
H 0.85450 -1.77162 -1.93487
H -1.32946 -5.21492 -1.89777
H -0.90380 -6.07247 0.36238
H -0.93853 -4.53702 2.30798
H -1.44521 -2.14356 1.96215
H -1.83673 -1.26655 -0.29498
H -1.50569 -2.84296 -6.18497
H 0.31639 -3.64051 -7.61984
H 2.35344 -4.62382 -6.61583
H 2.53671 -4.82468 -4.15977
H 0.71450 -4.04197 -2.71626
S 3.27866 1.95522 1.12215
C 3.86045 1.30741 2.54603
N 4.69695 1.96704 3.40014
C 5.07787 1.45320 4.59144
C 4.62684 0.22930 4.97579
C 3.78436 -0.44492 4.07603
N 3.45352 0.06263 2.90606
H 5.00103 2.89117 3.12111
H 5.73255 2.06974 5.19106
H 4.89441 -0.19715 5.92869
H 3.34836 -1.41065 4.31000